Density functional theory data (wB97M-V/def2-TZVPD) for 9 unconnected molecules or ions with the total composition C39H51F3O15.

Output
E_tot: -2944.8806 a.u.
Total charge: 0
E_HOMO: -9.2 eV
Structure (SMILES): COC(=O)OC.COC(=O)OC.COC(=O)OC.COC(=O)OC.COC(=O)OC.Fc1ccccc1.Fc1ccccc1.Fc1ccccc1.c1ccccc1

Structure (XYZ):
```
108
Properties=species:S:1:pos:R:3:forces:R:3:mulliken_charge:R:1
C -6.321662 0.222366 -0.807177 0.056 -0.308 0.411 -0.45
H 2.258350 0.793880 -0.968198 -0.066 -0.014 -0.429 0.05
H 1.263327 -0.036345 -4.038743 0.008 -0.013 0.038 0.57
O 2.636531 -3.651586 6.011207 0.510 -0.429 -1.326 -0.32
H 3.289689 -0.853825 -7.721071 -0.068 -0.279 -0.038 0.38
C 2.485308 -4.781695 6.863321 -0.167 0.731 0.996 -0.71
H -1.034793 -3.184772 -5.359326 -0.213 -0.195 0.344 0.39
H -3.114693 0.655098 8.062129 0.291 0.067 0.085 0.23
C -1.926979 3.472539 -2.371297 0.439 0.648 0.179 0.77
C 0.395726 -0.946172 -0.583270 -1.240 -1.234 0.359 -0.61
C 4.697017 -0.619629 2.744354 -0.377 0.509 -0.223 0.04
C -0.284745 -0.967156 2.107215 -0.184 0.312 0.239 -0.71
H -1.059689 2.848098 2.908404 -0.097 0.054 0.084 0.24
H -2.024501 0.154728 1.502290 -0.082 -0.174 0.114 0.72
O 1.874172 2.243555 -2.340306 0.300 -0.329 -0.165 0.13
C 2.068622 -0.506076 -4.587059 0.141 -0.056 -0.085 0.28
C -5.536386 -2.065706 0.581393 0.277 -0.584 -0.392 -0.64
H -0.010150 3.915334 3.865157 -0.247 0.110 0.281 0.28
C -5.627913 -2.780788 -3.662843 -0.925 -1.807 1.094 -0.69
H 1.681767 -0.008818 4.173621 0.041 -0.398 -0.209 0.06
O -3.340716 -3.875564 -4.503429 0.461 -0.356 0.187 -0.57
H 4.883838 -2.280817 -6.537352 0.456 0.339 0.181 0.33
O 2.088252 4.392094 -1.714377 0.195 0.246 0.344 -0.65
O -1.620336 0.622197 4.639156 -0.053 -0.117 -0.033 -0.54
C -4.597650 -1.299801 -0.080494 0.004 0.345 0.133 -0.24
H -4.228540 0.471421 -1.199244 -0.052 0.165 0.130 0.50
O -1.359984 2.830392 4.963891 -0.056 0.689 0.574 -0.35
C 4.210635 -1.668673 -5.948877 -0.566 -0.785 -0.370 -0.40
H -0.471007 5.468593 -1.561077 -0.033 -0.299 0.111 0.20
C 4.141528 -1.813060 -4.575739 -0.887 0.753 -0.073 -0.69
C 2.125178 -0.471128 -5.986159 -0.139 0.560 0.592 -0.89
C -0.506533 2.950194 3.844106 0.353 -0.534 -0.936 -0.32
O -4.597892 -2.042623 -4.249303 0.069 1.121 -0.011 -0.28
F 3.044626 -1.327815 -2.583057 -0.248 0.389 0.147 -0.12
C 6.425514 0.300990 1.348864 0.289 0.145 -0.073 -0.52
C 2.042977 3.535776 -2.554972 -0.873 0.570 -0.116 0.75
C 5.084424 0.138085 1.657248 0.638 -0.087 0.403 0.15
H -2.934341 2.061562 -4.391672 0.394 0.212 -0.011 0.53
H 5.265795 -1.690772 4.434790 0.462 -0.260 0.026 0.40
H -8.344353 -0.400039 -0.279449 0.021 0.119 -0.024 0.43
H -6.355610 -2.167083 -3.136011 0.276 0.663 -0.420 0.24
H 0.828413 5.367021 -4.093532 -0.085 -0.107 -0.217 0.21
H -6.168944 -3.440547 -4.345053 0.170 0.322 -0.423 0.33
C 1.523330 -0.491420 5.132463 -1.008 0.366 0.584 -0.65
C -4.978106 -0.105366 -0.670346 0.136 -0.094 -1.024 -0.49
O 1.225303 -2.318302 7.140262 -0.125 0.219 -0.094 -0.58
O -1.097180 3.710983 -3.206991 0.163 -0.006 -0.401 -0.58
C -2.734640 0.428056 7.071538 -0.792 -0.118 -0.474 -0.59
C -0.868842 -0.514183 -0.177414 0.720 0.996 0.003 -0.67
H 1.329203 0.020409 -6.530589 0.028 0.049 -0.011 0.39
C 0.872097 -1.618158 1.693140 -0.379 0.174 0.091 -0.49
F 4.139379 0.788920 0.956211 0.009 -0.118 -0.296 -0.03
C -2.607199 1.561585 -3.479452 -0.261 -0.397 -0.683 -0.22
O 2.050648 3.742982 -3.864150 0.333 -0.529 -0.487 -0.31
H -5.269214 -3.469075 -2.888152 0.399 0.182 -0.144 0.31
H 2.468319 5.781317 -3.712617 0.270 -0.179 -0.105 0.33
C 1.224492 -1.550902 0.361008 0.571 0.018 -0.705 -0.15
H -1.954445 -0.328526 7.080237 0.134 0.129 0.060 0.25
H 2.173249 -1.959466 0.029219 -0.055 -0.097 0.024 0.49
H 3.393458 -4.853867 7.461683 -0.071 -0.058 0.065 0.24
H -0.519590 -0.853196 3.156845 -0.050 -0.213 0.007 0.55
H -0.744233 -1.454493 -5.538874 0.256 -0.210 -0.019 0.14
H 0.260927 2.172742 3.835660 -0.088 -0.024 0.160 0.02
H -0.766288 -2.069363 -3.913291 -0.090 -0.527 0.143 0.22
C -1.142513 -0.384866 1.181773 0.053 -0.315 -0.217 -0.71
C 3.087772 -1.149375 -3.921895 0.642 -1.055 -0.291 0.25
C -3.465189 -2.685422 -4.533398 -0.840 -0.364 -0.095 0.73
C 3.203282 -0.996973 -6.652076 0.458 0.071 -0.039 -0.55
C 5.659473 -1.190629 3.557827 -0.771 0.514 0.332 -0.57
H 1.460066 -2.185700 2.403522 0.187 0.196 0.019 0.68
C 1.898510 1.819105 -1.002218 0.310 -0.930 1.916 -0.82
C 7.388245 -0.193375 2.232623 -0.444 -0.151 -0.647 -0.48
H 1.987328 0.139040 5.893263 0.305 -0.417 0.154 0.48
H -3.579045 0.069029 6.478555 0.135 -0.173 0.004 0.30
O -2.297511 1.668411 6.510044 -0.011 0.324 0.578 -0.36
C -6.862290 -1.694329 0.510226 0.320 0.084 0.023 0.40
O -2.162505 4.237062 -1.302490 -0.347 -0.612 -0.107 -0.31
C 1.886212 -2.567260 6.163774 -0.342 -0.521 1.219 0.70
H 1.634806 -4.572996 7.514682 0.065 -0.389 0.061 0.36
F -7.762838 -2.478754 1.123948 -0.331 -0.027 0.031 -0.33
H 2.364918 -5.705421 6.305552 -0.132 0.231 -0.362 0.23
H 0.935211 1.811937 -0.487177 -0.340 0.213 -0.619 0.33
H -1.589711 1.188748 -3.567642 0.061 0.111 -0.111 -0.05
H -2.013581 6.168918 -2.032771 -0.105 -0.041 0.111 0.30
H 7.743788 -1.295802 4.021858 -0.035 -0.041 -0.050 0.37
C 6.995562 -0.925511 3.330606 0.377 -0.538 0.589 -0.44
H 4.797340 -2.449327 -4.001768 0.178 0.103 -0.008 0.43
H 0.458826 -0.538783 5.360011 -0.027 0.252 -0.159 0.26
C -1.197220 -2.215099 -4.901514 0.140 1.280 -0.786 -0.52
H -3.292917 0.721160 -3.382793 0.040 0.050 0.557 -0.03
O -2.568992 -1.784970 -4.898807 0.322 -0.018 0.240 -0.26
C -7.281401 -0.586459 -0.201238 -0.136 0.041 0.020 -0.56
H 6.740040 0.815887 0.450556 -0.175 0.178 0.047 0.42
O 2.005465 -1.828233 5.085173 0.995 0.461 -0.937 -0.10
H 2.551221 2.341097 -0.300703 0.234 0.595 -0.702 0.38
H -1.658174 5.882598 -0.296297 -0.007 0.126 -0.076 0.23
H 0.594415 -1.026605 -1.643542 0.368 0.210 0.028 0.39
C 1.863465 5.079768 -4.288105 -0.363 0.817 0.560 -0.67
H -1.552982 -0.096155 -0.908373 -0.055 -0.052 -0.007 0.55
C -1.762353 1.616227 5.307926 0.410 -0.398 -0.394 0.84
C -1.531110 5.508973 -1.308350 0.309 0.489 0.009 -0.56
H 3.643965 -0.625479 2.996977 0.002 -0.362 -0.038 0.31
H 2.088810 5.148012 -5.344911 0.059 -0.207 -0.048 0.26
O -2.734720 2.428967 -2.359948 -0.529 -0.395 0.415 -0.26
H -6.611869 1.069921 -1.411485 -0.068 0.103 0.127 0.42
H -3.576878 -1.645505 -0.178457 0.057 0.087 0.289 0.49
H -5.231661 -3.015041 1.002964 -0.245 0.054 0.244 0.43
H 8.441801 -0.060901 2.029651 -0.019 0.149 -0.056 0.36
```
Positions in Å, forces in eV/Å.